C26H32AsN6RuS2 as an isolated structure at a distorted geometry. Source: OMol25; level of theory: ωB97M-V/def2-TZVPD.

```
68
Properties=species:S:1:pos:R:3:forces:R:3
Ru 0.089878 1.313646 0.440071 -4.10 1.31 -1.20
C -1.543500 2.851880 2.698533 -0.04 0.04 -0.08
C -1.706325 1.363675 2.889471 -0.27 -0.07 0.20
N -1.719706 0.649498 1.602174 0.85 -0.10 0.18
C -2.977227 0.637023 0.847690 -0.14 -0.06 0.03
C -3.253721 1.901643 0.060232 -0.11 0.15 -0.11
S -1.783328 2.584630 -0.772385 0.96 -0.56 0.09
C -1.602354 4.241987 -0.032934 -0.05 0.08 -0.27
C -0.472048 4.311332 0.973798 -0.10 0.18 0.01
N -0.411002 3.094978 1.783868 1.45 -0.41 0.04
H -1.373049 3.306033 3.676312 0.03 0.14 -0.07
H -2.438093 3.315738 2.287049 0.00 -0.03 -0.04
H -2.602243 1.152246 3.480451 -0.01 -0.01 -0.03
H -0.841053 0.992171 3.435462 -0.06 -0.07 0.06
H -1.476895 -0.317499 1.805452 -0.01 -0.02 -0.01
H -3.826041 0.446074 1.511660 0.00 -0.02 0.01
H -2.921890 -0.191648 0.142341 -0.01 -0.08 0.07
H -3.697077 2.694100 0.659319 0.02 0.00 0.02
H -3.963376 1.661211 -0.730916 -0.06 0.07 0.03
H -2.575048 4.533123 0.360711 0.01 -0.03 0.05
H -1.379775 4.913926 -0.860484 -0.08 0.02 -0.01
H -0.588303 5.206959 1.592340 -0.03 0.00 0.00
H 0.470109 4.392245 0.435724 0.06 0.00 0.07
H 0.443434 3.120246 2.333791 -0.05 0.15 0.09
S 1.773877 1.832037 -0.969882 0.07 0.13 0.67
C 1.813314 0.745916 -2.366875 0.04 0.11 -0.03
C 2.855787 0.940926 -3.275456 0.03 0.00 -0.02
C 2.947888 0.142982 -4.404294 -0.02 0.03 0.05
C 2.001066 -0.846709 -4.647343 0.02 0.00 -0.01
C 0.971228 -1.053935 -3.743127 0.01 -0.01 0.01
C 0.892945 -0.272141 -2.597506 -0.13 0.14 -0.28
As -0.447878 -0.499235 -1.270073 1.81 -1.00 1.33
C -1.848922 -1.555211 -2.048319 -0.51 0.60 -0.03
C -1.855353 -2.943233 -1.971098 -0.01 0.03 -0.17
C -2.874493 -3.647102 -2.599002 0.02 0.00 -0.01
C -3.874374 -2.975117 -3.288126 0.00 -0.01 -0.02
C -3.866383 -1.588716 -3.360531 0.00 0.04 0.01
C -2.855958 -0.874569 -2.735237 0.00 -0.11 0.02
C 0.369041 -1.830299 -0.082397 -0.11 -0.18 -0.19
C 1.746465 -2.003282 -0.034724 0.03 -0.11 -0.09
C 2.299397 -2.906726 0.864444 -0.01 0.00 -0.01
C 1.490093 -3.622770 1.737217 0.01 0.00 -0.01
C 0.115033 -3.447570 1.696181 -0.01 0.06 0.01
C -0.442614 -2.555219 0.787330 0.09 0.07 0.12
H 3.579146 1.726110 -3.094896 0.00 -0.01 -0.02
H 3.758018 0.300774 -5.103611 -0.02 0.01 -0.01
H 2.064901 -1.453183 -5.540640 0.02 -0.01 0.02
H 0.232600 -1.825090 -3.925351 0.00 0.00 -0.01
H -1.074298 -3.474288 -1.448761 0.01 -0.05 -0.02
H -2.881305 -4.727980 -2.553308 0.00 0.00 0.00
H -4.659322 -3.535489 -3.778075 0.00 0.00 0.01
H -4.641945 -1.066705 -3.904907 0.00 -0.01 0.00
H -2.840570 0.208632 -2.796365 -0.01 0.01 -0.05
H 2.385901 -1.465852 -0.726931 0.01 0.00 0.00
H 3.369059 -3.084385 0.863026 -0.03 -0.04 -0.03
H 1.926150 -4.332945 2.426805 0.00 0.00 0.00
H -0.525303 -4.022249 2.352702 0.00 0.02 0.00
H -1.523002 -2.459460 0.733685 -0.01 -0.03 0.03
N 4.593267 -0.850286 2.246845 0.05 0.06 0.01
C 4.393136 0.056000 3.207902 -0.07 -0.22 -0.22
N 5.360709 0.308153 4.081716 0.03 0.00 0.04
N 3.262154 0.736125 3.338650 -0.01 0.39 0.34
C 2.217003 0.654410 2.616250 -0.03 -0.19 0.07
N 1.177860 0.676585 2.080878 0.52 -0.38 -0.65
H 5.455909 -1.361996 2.171957 0.00 0.01 -0.02
H 3.861050 -1.049995 1.586005 -0.03 -0.03 0.03
H 6.245905 -0.166916 4.056109 0.01 0.01 0.00
H 5.201442 0.994756 4.799417 -0.04 0.00 0.00
```
Positions in Å, forces in eV/Å.

Summary:
spin multiplicity = 2
lowest unoccupied orbital energy (spin up / spin down) = -5.7 / -6.8 eV
total charge = +2
energy above the lowest of the compared OMol25 structures with the same formula, charge and spin = 14.2 kcal per mole
energy = -121501.2333 eV